Entry 1:
DFT (ωB97M-V/def2-TZVPD) results for a structure of composition C29H24ClFIrP.

**Relative energy (zero: lowest compared OMol25 entry of this formula, charge and spin)**: 86.8 kJ/mol
**Expectation value of S²**: 6.0770
**HOMO level (spin up / spin down)**: -3.82 / -8.74 eV
**Multiplicity**: 5
**Frontier orbital gap (spin up / spin down)**: 3.944 / 7.059 eV

Atoms and positions in Å:
C (-0.418, 1.577, 2.367)
C (-0.551, 1.764, 0.928)
C (-1.713, 1.083, 0.490)
H (0.070, 2.404, 0.306)
C (-2.272, 0.379, 1.594)
C (-1.548, 0.759, 2.780)
H (-1.873, 0.585, 3.798)
H (0.285, 2.040, 3.056)
H (-2.109, 1.105, -0.529)
H (-3.162, -0.249, 1.605)
Ir (-0.029, -0.347, 1.641)
Cl (-0.880, -2.023, 0.336)
P (0.073, 0.202, -3.328)
C (-1.652, 0.239, -3.593)
C (-2.132, 1.166, -4.546)
H (-1.413, 1.802, -5.051)
C (-3.487, 1.241, -4.820)
H (-3.860, 1.947, -5.565)
C (-4.375, 0.390, -4.141)
H (-5.437, 0.420, -4.382)
C (-3.917, -0.509, -3.163)
H (-4.631, -1.135, -2.610)
C (-2.555, -0.607, -2.897)
H (-2.155, -1.297, -2.151)
C (0.976, 1.670, -2.989)
C (0.341, 2.886, -2.617)
H (-0.603, 2.866, -2.077)
C (0.952, 4.081, -2.975)
H (0.390, 5.017, -2.902)
C (2.269, 4.086, -3.436)
H (2.730, 5.018, -3.765)
C (3.010, 2.890, -3.458)
H (4.078, 2.915, -3.641)
C (2.364, 1.676, -3.288)
H (2.893, 0.732, -3.394)
C (0.932, -1.280, -3.687)
C (0.665, -1.678, -5.014)
H (-0.115, -1.159, -5.565)
C (1.408, -2.701, -5.577)
H (1.227, -2.985, -6.612)
C (2.389, -3.347, -4.817)
H (3.005, -4.116, -5.277)
C (2.588, -3.027, -3.463)
H (3.316, -3.578, -2.864)
C (1.859, -2.002, -2.877)
H (1.947, -1.749, -1.818)
F (5.768, -0.995, 2.257)
C (4.522, -1.180, 1.734)
C (3.702, -2.153, 2.312)
C (2.337, -2.084, 2.011)
C (1.849, -0.935, 1.376)
C (2.726, -0.208, 0.522)
C (4.105, -0.336, 0.700)
H (4.112, -2.910, 2.966)
H (1.639, -2.867, 2.296)
H (2.306, 0.445, -0.247)
H (4.833, 0.217, 0.100)

---

Entry 2:
DFT (ωB97M-V/def2-TZVPD) results for a structure of composition C29H24F3N3O6SV.

**Relative energy (zero: lowest compared OMol25 entry of this formula, charge and spin)**: 46.5 kJ/mol
**Total charge**: -2
**Expectation value of S²**: 0.7663
**HOMO level (spin up / spin down)**: 0.22 / -0.25 eV
**Multiplicity**: 2
**Frontier orbital gap (spin up / spin down)**: 3.827 / 4.288 eV

Atoms and positions in Å:
V (0.406, -0.306, 2.267)
F (3.071, -4.642, 1.460)
C (2.502, -4.578, 0.255)
F (1.433, -5.397, 0.259)
F (3.389, -5.131, -0.608)
C (2.127, -3.161, -0.153)
C (2.562, -2.665, -1.362)
C (2.268, -1.365, -1.753)
C (1.542, -0.600, -0.855)
N (1.099, -1.073, 0.300)
C (1.337, -2.357, 0.689)
S (0.560, -2.761, 2.202)
H (3.138, -3.304, -2.018)
H (2.573, -0.949, -2.701)
H (1.285, 0.431, -1.075)
O (-0.420, 1.238, 1.944)
C (-0.979, 2.453, 1.921)
C (-1.918, 2.833, 0.915)
C (-2.494, 4.121, 1.033)
C (-3.415, 4.619, 0.118)
C (-3.822, 3.810, -0.966)
C (-3.259, 2.552, -1.087)
C (-2.318, 2.091, -0.185)
O (-1.796, 0.783, -0.348)
N (-3.933, 5.898, 0.268)
O (-3.558, 6.614, 1.258)
O (-4.779, 6.318, -0.596)
H (-0.697, 3.121, 2.722)
H (-2.222, 4.763, 1.859)
H (-4.559, 4.187, -1.657)
H (-3.546, 1.911, -1.912)
C (-3.878, -2.297, -2.053)
N (-3.300, -2.100, -0.745)
C (-4.018, -1.093, 0.013)
C (-1.849, -1.959, -0.780)
C (-1.275, -0.974, -1.785)
C (-0.686, -1.420, -2.961)
C (-0.136, -0.549, -3.893)
C (-0.166, 0.817, -3.628)
C (-0.735, 1.299, -2.456)
C (-1.296, 0.404, -1.546)
H (-4.923, -2.604, -1.957)
H (-3.340, -3.086, -2.585)
H (-3.852, -1.391, -2.681)
H (-4.999, -1.490, 0.288)
H (-4.171, -0.153, -0.535)
H (-3.474, -0.852, 0.924)
H (-1.432, -2.942, -1.025)
H (-1.505, -1.717, 0.227)
H (-0.645, -2.491, -3.137)
H (0.302, -0.929, -4.806)
H (0.270, 1.517, -4.331)
H (-0.758, 2.356, -2.231)
O (2.698, 0.960, 5.436)
C (2.514, 0.464, 4.337)
O (1.408, -0.033, 3.907)
C (3.647, 0.314, 3.371)
C (3.540, 0.687, 2.040)
C (4.589, 0.475, 1.157)
C (5.761, -0.127, 1.598)
C (5.884, -0.478, 2.940)
C (4.841, -0.245, 3.822)
H (2.626, 1.162, 1.690)
H (4.484, 0.774, 0.121)
H (6.570, -0.316, 0.904)
H (6.797, -0.942, 3.297)
H (4.931, -0.495, 4.871)

---

Entry 3:
DFT (ωB97M-V/def2-TZVPD) results for a structure of composition C29H24KN4O4STe.

**Relative energy (zero: lowest compared OMol25 entry of this formula, charge and spin)**: 0.0 kJ/mol
**Total charge**: -1
**HOMO level**: -4.58 eV
**Frontier orbital gap**: 6.803 eV

Atoms and positions in Å:
K (0.025, -0.346, -1.776)
N (4.090, -2.650, -1.770)
C (2.731, -2.527, -1.961)
S (2.197, -1.865, -3.443)
N (2.029, -3.036, -0.959)
N (0.754, -2.655, -0.806)
C (-0.039, -3.486, -0.213)
C (0.371, -4.874, 0.150)
C (-0.227, -5.963, -0.475)
C (0.142, -7.262, -0.150)
C (1.116, -7.485, 0.812)
C (1.719, -6.403, 1.442)
C (1.352, -5.108, 1.111)
C (-1.401, -3.033, 0.147)
C (-2.210, -3.817, 0.979)
C (-3.468, -3.364, 1.331)
C (-3.905, -2.138, 0.855)
C (-3.041, -1.422, 0.041)
N (-1.833, -1.847, -0.310)
H (4.636, -2.632, -2.614)
H (4.362, -3.318, -1.066)
H (-0.985, -5.786, -1.229)
H (-0.327, -8.098, -0.653)
H (1.408, -8.496, 1.067)
H (2.484, -6.571, 2.190)
H (1.835, -4.264, 1.584)
H (-1.842, -4.763, 1.347)
H (-4.098, -3.962, 1.978)
H (-4.879, -1.742, 1.108)
H (-3.327, -0.450, -0.350)
C (-4.135, 3.029, -0.980)
Te (-2.187, 2.447, -1.786)
C (-1.532, 3.777, -0.243)
C (-2.636, 4.783, -0.067)
C (-2.396, 6.060, 0.426)
C (-3.433, 6.972, 0.563)
C (-4.723, 6.609, 0.203)
C (-4.968, 5.335, -0.291)
C (-3.935, 4.414, -0.431)
H (-4.407, 2.336, -0.179)
H (-4.924, 3.002, -1.731)
H (-0.596, 4.240, -0.543)
H (-1.373, 3.200, 0.670)
H (-1.385, 6.347, 0.689)
H (-3.233, 7.969, 0.936)
H (-5.535, 7.320, 0.295)
H (-5.973, 5.052, -0.583)
O (1.027, 3.962, -2.256)
C (1.172, 2.850, -1.753)
O (0.407, 1.833, -1.898)
C (2.345, 2.631, -0.810)
C (3.361, 3.574, -0.749)
C (4.445, 3.432, 0.121)
C (4.447, 2.321, 0.926)
O (5.374, 1.955, 1.875)
C (4.960, 0.672, 2.339)
O (3.670, 0.400, 1.811)
C (3.431, 1.387, 0.882)
C (2.371, 1.505, 0.022)
H (3.284, 4.433, -1.402)
H (5.245, 4.159, 0.166)
H (4.911, 0.682, 3.429)
H (5.667, -0.088, 1.990)
H (1.587, 0.762, -0.004)

---

Entry 4:
DFT (ωB97M-V/def2-TZVPD) results for a structure of composition C29H25BaClIN7O4S4.

**Relative energy (zero: lowest compared OMol25 entry of this formula, charge and spin)**: 0.0 kJ/mol
**Total charge**: -2
**HOMO level (spin up / spin down)**: -0.96 / -2.70 eV
**Frontier orbital gap (spin up / spin down)**: 3.940 / 6.449 eV

Atoms and positions in Å:
Ba (1.436, 0.903, -0.314)
C (-1.307, 5.360, -1.044)
C (-2.248, 4.220, -1.023)
N (-3.547, 4.388, -1.211)
C (-4.362, 3.328, -1.171)
C (-3.895, 2.070, -0.880)
C (-4.902, 0.951, -0.856)
O (-5.692, 0.865, 0.319)
C (-2.535, 1.906, -0.675)
C (-1.821, 0.628, -0.438)
N (-1.640, -0.057, 0.630)
C (-2.278, 0.270, 1.848)
C (-3.419, -0.463, 2.231)
C (-4.070, -0.246, 3.430)
C (-3.546, 0.700, 4.294)
C (-2.431, 1.458, 3.943)
C (-1.802, 1.236, 2.728)
I (-0.081, 2.376, 2.433)
C (-1.622, 2.962, -0.824)
O (-0.341, 2.827, -0.788)
H (-1.818, 6.282, -1.305)
H (-0.484, 5.144, -1.737)
H (-0.813, 5.462, -0.068)
H (-5.420, 3.474, -1.373)
H (-4.421, -0.003, -1.065)
H (-5.602, 1.139, -1.666)
H (-5.130, 1.110, 1.056)
H (-1.294, 0.246, -1.331)
H (-3.802, -1.196, 1.523)
H (-4.945, -0.808, 3.728)
H (-4.042, 0.909, 5.248)
H (-2.070, 2.230, 4.597)
S (3.876, 0.217, 1.705)
S (5.455, 1.309, 1.256)
S (5.003, 3.356, 1.277)
S (3.088, 3.676, 0.949)
O (0.482, -7.486, 2.175)
N (0.402, -6.335, 2.700)
O (0.120, -6.206, 3.934)
C (0.656, -5.227, 1.907)
C (0.965, -5.431, 0.573)
C (1.216, -4.351, -0.321)
C (1.556, -4.597, -1.673)
C (1.791, -3.517, -2.473)
C (1.659, -2.211, -1.972)
N (1.380, -1.974, -0.709)
C (1.183, -3.014, 0.127)
C (0.899, -2.762, 1.529)
N (0.942, -1.492, 1.931)
C (0.680, -1.233, 3.205)
C (0.322, -2.185, 4.135)
C (0.247, -3.517, 3.744)
C (0.596, -3.850, 2.411)
H (1.001, -6.447, 0.190)
H (1.628, -5.629, -2.049)
H (2.013, -3.667, -3.516)
H (1.729, -1.357, -2.652)
H (0.763, -0.193, 3.474)
H (0.017, -1.891, 5.137)
H (-0.047, -4.289, 4.441)
Cl (0.598, 0.773, -3.372)
C (5.706, 2.052, -4.365)
N (4.282, 2.036, -4.080)
C (3.471, 1.779, -5.247)
C (4.074, 1.475, -2.879)
N (4.218, 1.135, -1.784)
H (5.908, 2.862, -5.060)
H (6.022, 1.101, -4.795)
H (6.261, 2.258, -3.458)
H (3.696, 2.554, -5.991)
H (2.429, 1.812, -4.948)
H (3.662, 0.798, -5.696)